(1)
{
  "formula": "C42H41ClO2P2Pd",
  "method": "ωB97M-V with the def2-TZVPD basis set",
  "species": ["P", "H", "C", "C", "H", "H", "H", "H", "C", "C", "C", "H", "C", "H", "H", "H", "H", "C", "C", "C", "H", "C", "H", "C", "C", "H", "O", "C", "C", "H", "C", "H", "C", "C", "H", "H", "H", "C", "Pd", "H", "C", "C", "C", "C", "C", "H", "H", "H", "C", "H", "H", "C", "C", "H", "C", "H", "Cl", "H", "H", "C", "H", "C", "C", "C", "C", "C", "O", "C", "H", "C", "H", "H", "C", "H", "C", "C", "H", "C", "C", "H", "H", "C", "H", "H", "H", "P", "H", "C", "H"],
  "positions_angstrom": [[1.671112, 0.074216, -2.063235], [-2.504415, -2.819401, -3.882287], [3.047598, 4.371549, -2.955548], [-1.148814, -1.450194, -6.847443], [-1.788923, 2.377071, -7.596725], [3.308214, 3.714137, -4.995957], [-2.133311, 1.554351, -5.345390], [0.663394, 2.021467, -8.312998], [-2.739726, 0.711220, -2.472271], [-2.283332, 0.150987, 5.993214], [-2.518000, 1.138747, 5.017121], [2.757766, 1.312932, -4.464931], [1.197919, -0.262948, -6.489967], [-4.551226, -5.409891, -1.099648], [-2.617282, -1.813537, 0.302873], [-1.272781, 0.797657, -8.181424], [-1.737884, -1.663144, -7.756859], [-1.185831, 1.494356, -7.342973], [-2.146153, 0.890435, 3.689236], [-3.635989, -3.632552, -0.253836], [-2.627649, -0.894860, -5.306162], [3.118670, -0.974474, -1.740027], [-3.001167, 2.078774, 5.293758], [5.269724, -2.592445, -0.992354], [2.286394, 1.739345, -2.413694], [-5.280365, 3.682860, -2.649628], [-1.465124, 0.340990, 1.039590], [2.704835, 2.091813, -3.701386], [-1.661660, -1.064761, 5.655984], [0.804945, -2.077342, -7.446462], [-3.190937, 3.103961, -2.583981], [2.048573, 1.625528, -6.052984], [-1.301061, -1.293024, 4.324800], [-2.914544, -2.466239, -0.515437], [0.331483, 2.963290, -6.868337], [-6.089878, 1.323330, -2.728629], [-4.472058, -0.565185, -2.580692], [-1.743878, 0.864254, -6.100998], [-0.078646, 0.190702, -0.668365], [-0.810421, -2.224795, 4.053576], [1.488580, 0.285829, 0.740479], [0.293323, -1.109719, -7.336389], [2.318268, 2.684661, -1.378275], [-4.567950, 2.854299, -2.621007], [-2.530045, -2.134595, -1.826849], [6.516289, -1.072581, -1.877646], [-2.307671, 1.654869, 2.925568], [-2.831437, 4.136991, -2.597174], [-3.583122, -4.186247, -2.605648], [6.107642, -3.205485, -0.665692], [3.772096, -3.977438, -0.267630], [4.430405, -0.585675, -2.065766], [-1.212429, -0.633604, 1.883352], [1.565406, -0.966474, -4.217226], [2.880431, -2.230446, -1.152719], [1.115038, 1.147436, 1.318988], [-2.724244, 0.453826, 7.613537], [2.768271, 4.711217, -0.838009], [-3.935002, -3.865041, 0.771492], [3.039154, 3.420071, -3.981709], [0.211884, -0.692596, -8.347230], [5.498443, -1.390000, -1.663550], [-1.559428, -0.332056, 3.336275], [0.858278, -0.684881, -3.443100], [0.294621, 1.942747, -7.275596], [-2.277063, 2.041945, -2.546198], [-0.715152, -1.734171, 1.576738], [-4.120107, 0.467496, -2.571388], [2.518055, 0.447757, 0.388443], [-2.846813, -3.024618, -2.868467], [2.026318, 2.369153, -0.376483], [-1.485907, -1.818197, 6.424092], [1.214778, 1.074778, -6.485731], [3.333819, 5.402718, -3.162704], [-1.883096, -0.460288, -5.984368], [-3.976512, -4.500770, -1.300065], [-1.200371, 2.247212, -2.527510], [2.716366, 3.993249, -1.652887], [-5.022151, 1.532250, -2.651162], [2.015210, -0.826134, -6.019234], [-3.849610, -4.848435, -3.432542], [-0.447840, -1.064967, -3.448350], [4.600630, 0.338190, -2.624628], [-0.853989, -1.731702, -4.221245], [1.849302, -2.567743, -0.992559], [-1.574944, -0.633557, -2.134869], [-1.089950, -2.411339, -6.317560], [3.961944, -3.022661, -0.756587], [1.412209, -0.652355, 1.315969]],
  "atomic_forces_ev_per_a": [[1.45, 0.37, -1.18], [-0.29, -0.12, 0.17], [-0.04, -0.29, 0.05], [-0.12, -0.33, -0.40], [0.07, -0.27, 0.06], [0.00, -0.10, 0.25], [-0.29, -0.33, -0.25], [0.01, 0.04, 0.30], [0.07, 0.48, -0.25], [-0.25, 0.26, 1.20], [0.02, 0.60, -1.94], [-0.01, 0.43, 0.33], [0.46, 0.45, -0.21], [0.25, 0.36, -0.09], [-0.23, -0.21, -0.30], [-0.25, 0.10, 0.18], [0.09, -0.06, 0.30], [0.72, 0.08, -0.23], [-0.74, 1.25, 1.44], [0.01, -0.03, -0.23], [0.51, 0.29, 0.26], [-0.04, -0.41, -0.29], [0.21, -0.34, -0.06], [-0.27, 0.13, -0.04], [0.03, 0.02, -0.21], [0.28, -0.31, 0.01], [-0.16, -1.26, 2.16], [-0.03, 0.20, 0.10], [0.66, -1.12, -1.34], [-0.20, 0.25, -0.19], [0.20, -0.13, -0.12], [-0.29, -0.35, -0.03], [-0.07, -0.53, 1.94], [-0.10, 0.10, -0.05], [0.07, -0.20, -0.06], [0.32, 0.04, 0.02], [-0.04, 0.34, 0.08], [-0.46, -0.11, 0.01], [-1.58, 0.81, 1.32], [-0.15, 0.18, -0.06], [2.52, -0.21, 2.99], [-0.29, -0.52, -0.17], [-0.16, 0.00, -0.29], [0.29, -0.28, -0.07], [-0.11, -0.57, 0.17], [-0.19, -0.08, 0.00], [0.02, -0.38, 0.22], [-0.06, -0.43, -0.01], [0.12, 0.15, -0.05], [-0.18, 0.15, -0.09], [0.10, 0.22, -0.14], [-0.26, -0.02, 0.33], [0.06, 0.62, -1.96], [-0.54, -0.40, -0.03], [0.28, 0.20, 0.17], [-0.12, -0.16, -0.40], [0.27, -0.22, -1.07], [-0.04, -0.06, -0.20], [0.15, 0.07, -0.37], [0.06, -0.17, 0.14], [0.19, 0.05, 0.24], [-0.11, 0.04, -0.12], [0.04, -0.16, -0.50], [-0.70, -0.62, -0.64], [-0.52, 0.62, -0.08], [-0.19, 0.15, 0.38], [-0.45, 1.23, 0.74], [-0.01, -0.05, 0.20], [-0.52, -0.12, 0.08], [-0.08, -0.18, 0.17], [0.14, 0.42, -0.26], [-0.02, 0.25, -0.22], [0.46, -0.50, -0.55], [-0.09, -0.29, 0.02], [-0.12, 0.42, -0.21], [0.10, 0.41, 0.02], [-0.29, 0.01, -0.04], [0.00, -0.15, 0.09], [0.14, -0.15, -0.01], [-0.24, 0.43, -0.10], [0.13, 0.20, 0.29], [1.39, 0.10, -0.51], [0.05, -0.24, 0.36], [0.47, 0.48, 0.27], [0.39, 0.08, 0.08], [-1.43, -1.11, -0.85], [-0.16, 0.14, 0.01], [-0.28, 0.08, -0.17], [-0.06, 0.29, -0.47]],
  "lowdin_charge": [0.915, 0.089, -0.046, -0.180, 0.122, 0.119, 0.098, 0.130, -0.340, -0.584, -0.017, 0.085, -0.125, 0.120, 0.071, 0.105, 0.127, -0.174, 0.050, -0.049, 0.093, -0.351, 0.133, -0.051, -0.353, 0.122, -0.172, -0.093, -0.019, 0.116, -0.058, 0.071, 0.056, -0.074, 0.109, 0.120, 0.111, -0.093, 0.765, 0.141, -0.138, -0.168, -0.090, -0.043, -0.346, 0.117, 0.138, 0.118, -0.050, 0.118, 0.115, -0.059, -0.598, 0.057, -0.091, 0.039, 0.902, 0.115, 0.116, -0.045, 0.114, -0.054, -0.036, -0.257, -0.173, -0.104, 0.010, -0.059, 0.018, -0.074, 0.069, 0.134, -0.111, 0.120, -0.150, -0.045, 0.098, -0.056, -0.045, 0.099, 0.119, -0.248, 0.108, 0.054, 0.111, 0.991, 0.098, -0.058, 0.034],
  "multiplicity": 5,
  "s_squared": 6.032,
  "homo_lumo_gap_ev": [5.21, 3.17],
  "lumo_energy_ev": [-5.80, -9.74],
  "charge": 2,
  "total_energy_ha": -3045.49583
}

=====

(2)
{
  "formula": "C42H41ClO2P2Sn",
  "method": "ωB97M-V with the def2-TZVPD basis set",
  "species": ["C", "C", "H", "C", "C", "C", "C", "H", "H", "C", "C", "C", "H", "H", "C", "H", "H", "H", "H", "C", "O", "O", "C", "H", "C", "C", "C", "C", "H", "H", "C", "H", "H", "P", "C", "C", "C", "H", "C", "C", "C", "C", "H", "P", "H", "C", "H", "H", "H", "Cl", "C", "C", "C", "H", "H", "H", "H", "H", "C", "C", "H", "H", "H", "H", "C", "C", "Sn", "H", "H", "H", "H", "C", "H", "H", "C", "H", "H", "H", "H", "C", "C", "H", "C", "C", "C", "H", "C", "C", "C"],
  "positions_angstrom": [[-3.391840, 1.299699, 2.821553], [-1.893586, -3.769094, -6.149219], [4.464941, 3.466750, -0.679677], [1.352903, 4.000775, -1.990689], [3.516285, 1.858799, -5.423330], [0.258844, -4.468817, -4.509524], [0.375025, 0.306657, -4.044990], [-0.403891, 3.199284, 2.517591], [-1.939333, 1.624754, 6.778245], [2.475464, -0.145990, -6.310750], [0.545145, -0.678262, 5.560928], [-0.989293, -2.464108, -1.555039], [-3.000147, 3.210847, 1.856496], [2.202503, 0.899839, 2.351951], [-0.487962, -0.621031, -3.555188], [0.368056, -6.272166, -5.680221], [-1.976073, 1.875569, 1.306344], [-1.500609, -5.619107, -7.197272], [-3.712531, -4.275103, -0.665817], [-1.964913, -3.455288, -1.611479], [0.725830, -1.878391, 3.503460], [-0.073287, 0.224567, 3.427910], [-2.708515, 1.616226, 5.979407], [3.081923, 0.284614, 0.864474], [-1.212348, -4.963686, -6.377430], [0.251271, 0.536576, 6.183410], [-2.413863, 2.346270, 2.214952], [1.014628, -1.753322, 6.342445], [-2.746138, 3.795934, 5.902574], [-2.205413, -0.466421, 5.663594], [3.373840, 2.066789, -1.898276], [-1.578885, -0.482677, -3.566580], [-3.549516, 3.002641, 4.549603], [2.102616, 0.200962, -3.517144], [-1.523035, -2.931663, -5.095186], [2.193575, 1.821281, -2.631564], [-0.435083, -3.262874, -4.277970], [4.290265, 3.235330, -6.881269], [-2.656008, 2.949217, 5.196459], [-2.911141, -3.543577, -0.584743], [2.743637, 0.294774, -7.603445], [2.523568, 4.247525, -1.266451], [1.352970, -2.667922, 5.852275], [0.219333, -2.162002, -2.922657], [4.163287, 1.310228, -1.881274], [2.734488, 0.042958, 1.889652], [-0.132597, -0.812713, -0.444566], [-2.017724, -4.116282, -2.477798], [-2.722104, -3.485089, -6.791457], [0.463014, -0.370947, 10.060740], [-0.920084, -1.588124, -0.452562], [-1.393910, 3.079415, 4.391392], [1.046908, -1.641791, 7.737099], [3.860846, 2.448435, -4.566474], [-3.580071, -2.752408, 1.321531], [-2.787966, -0.739150, 3.331913], [1.424480, -2.447944, 8.354553], [-3.678894, 1.559181, 6.490291], [2.780086, 0.687209, -5.217967], [-2.836715, -2.690287, 0.522400], [0.265157, 2.611517, -3.221341], [-2.084814, -2.015771, -4.921438], [-0.126576, 1.563970, 8.042617], [-1.691462, -1.143814, 1.520481], [0.356751, -0.751018, 4.073907], [-2.848008, 0.271207, 3.786240], [1.209904, -1.504860, 1.462961], [0.569306, 4.757016, -2.042933], [-3.668423, 0.675447, 1.934780], [-4.286518, 1.808996, 3.214315], [2.002875, -1.115054, -6.139898], [0.582028, -0.465551, 8.349974], [3.561983, -0.330289, 2.529696], [2.655758, 5.194255, -0.737475], [3.537164, 3.278716, -1.226582], [0.093471, 1.122101, -4.736912], [3.530188, 1.882916, -8.833554], [2.456700, -0.324255, -8.450420], [0.018762, 1.409130, 5.561599], [-1.811307, -1.740824, 0.612480], [1.182708, 2.786471, -2.661884], [-0.499987, 3.374362, 4.954586], [-1.301467, 2.871599, 3.071740], [-0.150788, -5.322081, -5.537466], [-2.568344, 0.408019, 5.097978], [1.113645, -4.726205, -3.870738], [0.205927, 0.639252, 7.570781], [3.773151, 2.292732, -6.728530], [3.359991, 1.525181, -7.820227]],
  "atomic_forces_ev_per_a": [[-0.48, -0.89, -0.47], [0.10, -0.01, 0.20], [-0.37, -0.03, -0.16], [0.21, -0.18, 0.05], [0.06, 0.27, -0.06], [-0.23, 0.23, 0.04], [-1.26, -1.26, 0.40], [-0.32, -0.43, 0.56], [-0.58, -0.26, -0.50], [-0.11, 0.21, 0.14], [0.18, 0.11, 0.09], [0.61, 0.52, 0.07], [0.05, -0.20, 0.11], [0.63, -0.33, -0.27], [0.78, 1.52, -0.37], [-0.14, 0.33, -0.03], [-0.02, 0.58, 0.52], [0.04, 0.16, 0.20], [0.18, 0.14, 0.10], [-0.27, 0.00, 0.30], [-0.48, 1.43, 0.30], [0.07, -0.53, -0.42], [0.59, -0.32, -0.15], [0.14, 0.19, 0.68], [0.30, 0.04, 0.40], [-0.16, -0.01, 0.24], [1.06, -0.35, -0.18], [-0.21, 0.27, 0.03], [0.27, -0.43, -0.17], [-0.25, 0.31, -0.55], [-0.33, 0.16, -0.14], [0.48, -0.14, -0.25], [0.58, 0.10, 0.32], [-0.27, 1.87, -2.34], [0.05, 0.08, -0.06], [0.77, -0.47, 0.76], [0.97, -0.49, 0.04], [-0.06, -0.15, 0.00], [-0.39, 0.80, -0.79], [0.11, 0.15, -0.07], [-0.17, -0.24, 0.06], [0.10, -0.28, -0.11], [-0.21, 0.26, 0.18], [-1.92, -0.12, -0.29], [-0.20, 0.27, 0.08], [-0.61, -0.08, -0.21], [-0.84, -0.29, -0.29], [-0.01, 0.12, 0.33], [0.10, -0.04, 0.12], [0.08, -0.01, 0.03], [-0.46, -0.29, -0.49], [-0.37, 0.60, 2.55], [-0.15, 0.46, -0.35], [-0.22, -0.14, -0.44], [0.29, -0.12, -0.26], [0.28, 0.70, 0.63], [-0.12, 0.01, -0.08], [-0.02, 0.19, -0.13], [0.49, -0.74, 0.76], [0.22, 0.07, -0.06], [0.25, 0.12, 0.21], [0.11, -0.26, -0.15], [0.26, -0.25, 0.03], [-0.17, 0.00, -0.29], [0.96, -0.83, 0.30], [-0.51, -0.31, -0.27], [1.67, -0.47, 1.27], [0.21, -0.21, 0.01], [-0.32, 0.77, 0.67], [0.32, -0.41, -0.20], [0.04, 0.24, -0.13], [-0.02, -0.02, -0.80], [-0.51, 0.28, -0.42], [-0.05, -0.31, -0.21], [-0.04, 0.02, -0.05], [0.05, -0.43, 0.62], [0.02, -0.12, 0.22], [0.08, 0.09, 0.17], [0.06, -0.56, 0.29], [-0.26, 0.02, -0.43], [-0.08, 0.11, 0.04], [-0.29, 0.03, -0.33], [-0.17, -0.05, -2.52], [0.03, 0.01, 0.07], [-0.05, -0.47, 1.07], [-0.36, 0.01, -0.35], [0.28, -0.27, -0.07], [-0.09, -0.19, 0.33], [0.05, 0.11, 0.32]],
  "lowdin_charge": [-0.159, -0.059, 0.118, -0.062, -0.070, -0.099, -0.335, 0.141, 0.096, -0.093, -0.138, -0.366, 0.151, -0.014, -0.323, 0.116, 0.122, 0.118, 0.118, -0.058, -0.238, -0.027, -0.126, -0.038, -0.052, -0.053, -0.135, 0.016, 0.145, 0.132, -0.119, 0.098, 0.112, 1.125, -0.092, -0.386, -0.383, 0.116, -0.129, -0.043, -0.060, -0.056, 0.127, 1.091, 0.112, -0.311, 0.019, 0.111, 0.115, 0.730, -0.275, -0.015, -0.065, 0.107, 0.117, 0.112, 0.115, 0.150, -0.339, -0.048, 0.094, 0.096, 0.112, 0.064, -0.571, -0.059, 1.384, 0.114, 0.120, 0.121, 0.108, -0.653, 0.012, 0.116, -0.063, 0.109, 0.120, 0.117, 0.095, -0.147, -0.083, 0.138, -0.008, -0.061, -0.059, 0.108, -0.096, -0.048, -0.045],
  "homo_lumo_gap_ev": [3.05, 3.92],
  "lumo_energy_ev": [-9.31, -8.44],
  "charge": 2,
  "total_energy_ha": -3131.97645
}